(1)
C30H28ClIN3O4S3Sn as an isolated structure. Source: OMol25; level of theory: the ωB97M-V functional and the def2-TZVPD basis.

Element x y z (Å)
Sn  0.603  0.766  -0.175
C  0.312  1.542  -3.771
O  1.131  1.047  -4.838
C  1.795  -0.124  -4.729
C  2.723  -0.378  -5.726
C  3.456  -1.564  -5.812
C  3.265  -2.574  -4.898
C  2.340  -2.331  -3.892
C  1.871  -3.121  -2.822
N  1.005  -2.452  -2.125
N  0.359  -2.914  -1.052
C  -0.381  -2.229  -0.216
O  -0.670  -0.981  -0.234
C  -0.991  -3.006  0.914
C  -1.772  -2.298  1.820
C  -2.411  -2.952  2.862
C  -2.271  -4.324  3.008
C  -1.460  -5.035  2.129
C  -0.821  -4.382  1.088
C  1.644  -1.134  -3.773
O  0.813  -1.172  -2.670
H  -0.243  2.377  -4.174
H  0.926  1.896  -2.947
H  -0.390  0.798  -3.408
H  2.848  0.400  -6.471
H  4.179  -1.679  -6.610
H  3.805  -3.516  -4.950
H  2.100  -4.139  -2.546
H  -1.879  -1.227  1.700
H  -3.030  -2.395  3.557
H  -2.789  -4.841  3.807
H  -1.332  -6.104  2.251
H  -0.187  -4.929  0.408
C  -2.620  3.026  1.831
C  -1.480  4.009  2.197
S  0.118  3.758  1.344
C  0.053  4.993  0.009
C  -1.230  4.999  -0.811
S  -1.539  3.427  -1.668
C  -3.352  3.434  -1.820
C  -4.075  2.812  -0.627
S  -4.002  3.781  0.905
H  -3.073  2.631  2.741
H  -2.245  2.195  1.242
H  -1.229  3.920  3.253
H  -1.784  5.043  2.025
H  0.931  4.766  -0.600
H  0.191  5.973  0.459
H  -1.182  5.788  -1.562
H  -2.086  5.179  -0.173
H  -3.569  2.853  -2.719
H  -3.669  4.462  -1.994
H  -3.683  1.818  -0.412
H  -5.138  2.712  -0.854
Cl  2.911  -2.975  5.407
C  2.709  -2.265  3.840
C  3.496  -2.674  2.808
C  3.353  -2.107  1.524
I  4.601  -2.756  -0.010
C  2.415  -1.121  1.250
O  2.236  -0.553  0.071
C  1.595  -0.717  2.349
N  0.660  0.238  2.082
C  -0.121  0.683  3.043
C  -0.034  0.208  4.356
C  0.883  -0.761  4.650
C  1.734  -1.262  3.640
H  4.241  -3.442  2.978
H  -0.844  1.442  2.773
H  -0.693  0.606  5.116
H  0.974  -1.151  5.653

Properties
Kohn-Sham gap	7.06	eV
net charge	+1
highest occupied orbital energy	-10.5	eV
DFT total energy	-3791.7453	a.u.

---

(2)
A 2-piece molecular cluster, C30H28ClN3O2S overall. Source: OMol25; level of theory: the ωB97M-V functional and the def2-TZVPD basis.

Element x y z (Å)
N  -11.879  1.851  -0.010
C  -10.726  1.841  -0.205
C  -9.306  1.830  -0.456
C  -8.602  0.621  -0.475
C  -7.229  0.612  -0.727
C  -6.558  1.812  -0.946
S  -4.768  1.791  -1.253
C  -4.086  2.030  0.314
Cl  -2.533  1.596  0.673
O  -4.488  0.450  -1.719
O  -4.542  2.921  -2.127
C  -7.251  3.019  -0.945
C  -8.624  3.030  -0.691
H  -9.124  -0.321  -0.289
H  -6.688  -0.331  -0.750
H  -4.656  2.599  1.043
H  -6.729  3.953  -1.140
H  -9.165  3.979  -0.675
C  1.144  2.493  5.468
N  1.466  1.792  4.239
C  0.539  1.210  3.438
C  1.188  0.551  2.360
C  0.573  -0.248  1.404
C  1.202  -0.775  0.231
C  2.135  -0.047  -0.558
C  2.827  -0.628  -1.609
C  2.583  -1.988  -1.953
N  3.277  -2.585  -2.963
C  4.127  -1.817  -3.845
C  4.860  -0.726  -3.084
C  3.871  0.159  -2.334
C  2.901  -3.891  -3.457
C  2.469  -4.803  -2.322
C  1.356  -4.162  -1.506
C  1.614  -2.721  -1.209
C  0.917  -2.100  -0.190
C  2.623  0.795  2.551
C  3.776  0.325  1.943
C  5.032  0.724  2.428
C  5.139  1.534  3.571
C  3.981  1.955  4.254
C  2.753  1.585  3.720
H  2.073  2.836  5.926
H  0.489  3.353  5.268
H  0.609  1.835  6.170
H  -0.520  1.270  3.668
H  -0.451  -0.569  1.604
H  2.361  0.992  -0.308
H  4.837  -2.515  -4.304
H  3.536  -1.352  -4.656
H  5.558  -1.184  -2.372
H  5.436  -0.125  -3.792
H  3.378  0.840  -3.046
H  4.420  0.791  -1.625
H  2.074  -3.814  -4.188
H  3.772  -4.307  -3.977
H  2.124  -5.752  -2.738
H  3.326  -5.000  -1.667
H  0.402  -4.260  -2.046
H  1.240  -4.707  -0.563
H  0.162  -2.667  0.359
H  3.698  -0.353  1.100
H  5.930  0.393  1.902
H  6.129  1.827  3.926
H  4.016  2.554  5.163

Properties
Kohn-Sham gap	2.68	eV
net charge	0
highest occupied orbital energy	-5.0	eV
DFT total energy	-2332.9686	a.u.

---

(3)
C30H28CsF5N4O3SbSe4 as an isolated structure. Source: OMol25; level of theory: the ωB97M-V functional and the def2-TZVPD basis.

Element x y z (Å)
Cs  1.318  -0.415  -0.691
C  -1.520  -5.572  1.909
C  -1.683  -4.286  1.151
C  -2.081  -4.249  -0.152
C  -2.214  -3.041  -0.893
C  -2.249  -3.158  -2.299
N  -2.696  -2.311  -3.194
C  -3.830  -1.387  -3.106
C  -3.579  0.066  -2.725
C  -2.476  0.737  -3.542
N  -1.782  1.745  -2.749
C  -2.249  2.918  -2.430
C  -1.670  3.733  -1.436
C  -2.275  4.963  -1.074
C  -1.828  5.706  -0.021
C  -2.442  7.018  0.372
C  -0.765  5.156  0.752
C  -0.150  3.970  0.474
C  0.810  3.406  1.444
N  1.030  2.167  1.550
C  1.881  1.695  2.628
C  1.045  1.250  3.842
C  -0.360  0.743  3.534
N  -0.404  -0.543  2.858
C  -1.060  -0.590  1.773
C  -1.384  -1.856  1.082
C  -1.353  -3.046  1.751
C  -1.767  -1.793  -0.320
O  -1.564  -0.754  -0.995
C  -0.511  3.244  -0.733
O  0.137  2.253  -1.137
H  -2.027  -6.390  1.397
H  -1.932  -5.498  2.917
H  -0.466  -5.842  2.005
H  -2.294  -5.183  -0.664
H  -1.765  -4.023  -2.745
H  -2.289  -2.485  -4.113
H  -4.546  -1.822  -2.406
H  -4.285  -1.436  -4.098
H  -3.300  0.122  -1.680
H  -4.529  0.594  -2.854
H  -2.862  1.209  -4.448
H  -1.717  0.010  -3.836
H  -0.957  1.483  -2.184
H  -3.156  3.249  -2.934
H  -3.125  5.310  -1.655
H  -3.248  7.289  -0.311
H  -1.707  7.827  0.354
H  -2.859  6.986  1.381
H  -0.446  5.693  1.643
H  1.281  4.131  2.127
H  2.590  2.468  2.955
H  2.472  0.860  2.246
H  0.927  2.112  4.505
H  1.595  0.489  4.400
H  -0.918  1.507  2.977
H  -0.871  0.606  4.492
H  -1.455  0.324  1.311
H  -1.035  -3.020  2.790
Se  0.354  -2.977  -4.460
Sb  3.571  -3.366  -2.282
Se  4.337  -1.826  -3.927
Se  4.782  -5.269  -1.486
Se  0.991  -3.558  -2.295
F  7.656  -0.721  2.681
C  6.627  -1.080  1.900
C  6.248  -0.286  0.835
F  6.902  0.855  0.585
C  5.186  -0.667  0.034
F  4.811  0.152  -0.956
C  4.472  -1.844  0.258
O  3.437  -2.197  -0.506
C  4.858  -2.613  1.359
F  4.177  -3.710  1.687
C  5.920  -2.240  2.163
F  6.267  -2.997  3.212

Properties
Kohn-Sham gap	5.30	eV
net charge	-1
highest occupied orbital energy	-3.9	eV
DFT total energy	-11970.2894	a.u.

---

(4)
C30H28F3GaN6OS as an isolated structure. Source: OMol25; level of theory: the ωB97M-V functional and the def2-TZVPD basis.

Element x y z (Å)
Ga  -0.791  0.575  -1.070
C  -5.593  -0.274  1.034
C  -4.495  -0.511  2.062
N  -3.466  -1.462  1.592
C  -3.665  -2.893  1.942
C  -4.226  -3.722  0.796
C  -2.423  -1.110  0.870
S  -2.255  0.651  0.608
N  -1.569  -2.073  0.523
C  -0.623  -2.117  -0.375
O  -0.407  -1.205  -1.287
C  0.251  -3.294  -0.427
C  1.350  -3.312  -1.290
C  2.177  -4.419  -1.336
C  1.907  -5.517  -0.527
C  0.813  -5.506  0.330
C  -0.014  -4.400  0.382
H  -6.286  0.478  1.411
H  -6.156  -1.186  0.842
H  -5.176  0.087  0.093
H  -4.916  -0.941  2.968
H  -4.015  0.422  2.348
H  -4.345  -2.908  2.790
H  -2.707  -3.289  2.266
H  -5.212  -3.370  0.490
H  -4.327  -4.757  1.122
H  -3.560  -3.700  -0.067
H  1.548  -2.459  -1.925
H  3.029  -4.433  -2.002
H  2.551  -6.386  -0.567
H  0.606  -6.365  0.954
H  -0.872  -4.387  1.040
F  -4.500  -0.919  -6.179
C  -3.750  0.158  -6.422
F  -4.556  1.168  -6.740
F  -2.953  -0.100  -7.453
C  -2.951  0.491  -5.174
C  -1.581  0.309  -5.133
C  -0.929  0.512  -3.938
N  -1.589  0.891  -2.828
C  -2.919  1.112  -2.882
C  -3.630  0.924  -4.042
H  -1.029  0.012  -6.013
H  0.139  0.367  -3.852
H  -3.399  1.440  -1.971
H  -4.695  1.106  -4.067
N  4.148  4.337  2.187
C  5.220  4.370  3.042
C  5.889  5.422  3.673
C  6.957  5.071  4.460
C  7.355  3.722  4.635
C  6.693  2.694  4.017
C  5.605  3.028  3.195
N  4.791  2.216  2.451
C  3.938  3.020  1.864
C  2.894  2.528  0.997
C  2.829  1.151  0.733
C  1.818  0.652  -0.036
N  0.859  1.452  -0.573
C  0.931  2.782  -0.352
C  1.925  3.345  0.403
H  3.636  5.137  1.860
H  5.588  6.455  3.556
H  7.517  5.848  4.964
H  8.202  3.509  5.273
H  6.986  1.661  4.149
H  3.585  0.500  1.149
H  1.749  -0.404  -0.260
H  0.165  3.396  -0.807
H  1.934  4.419  0.521

Properties
Kohn-Sham gap	6.60	eV
net charge	+2
highest occupied orbital energy	-12.8	eV
DFT total energy	-4186.0005	a.u.

---

(5)
C30H28F3N6O3SSe2Ti as an isolated structure. Source: OMol25; level of theory: the ωB97M-V functional and the def2-TZVPD basis.

Element x y z (Å)
Ti  -0.189  -0.012  -0.290
C  -3.158  -1.473  -0.265
C  -3.580  -0.471  0.808
C  -3.485  0.933  0.283
C  -4.511  1.847  0.477
C  -4.432  3.089  -0.133
C  -3.339  3.373  -0.933
C  -2.346  2.417  -1.053
N  -2.400  1.226  -0.445
N  -1.709  -1.788  -0.257
C  -1.368  -2.613  0.922
C  -0.882  -1.822  2.105
C  -1.177  -2.221  3.400
C  -0.601  -1.534  4.455
C  0.242  -0.469  4.182
C  0.454  -0.116  2.861
N  -0.102  -0.771  1.838
C  -1.424  -2.552  -1.491
C  0.040  -2.759  -1.728
C  0.494  -3.831  -2.479
C  1.841  -3.918  -2.772
C  2.699  -2.934  -2.307
C  2.175  -1.900  -1.558
N  0.871  -1.819  -1.259
H  -3.396  -1.062  -1.240
H  -3.722  -2.403  -0.159
H  -2.981  -0.584  1.709
H  -4.608  -0.672  1.105
H  -5.371  1.574  1.076
H  -5.228  3.814  -0.003
H  -3.249  4.316  -1.460
H  -1.469  2.601  -1.659
H  -0.553  -3.282  0.648
H  -2.206  -3.248  1.211
H  -1.841  -3.062  3.569
H  -0.807  -1.830  5.479
H  0.727  0.091  4.973
H  1.097  0.709  2.598
H  -1.809  -1.985  -2.333
H  -1.937  -3.516  -1.470
H  -0.209  -4.569  -2.845
H  2.217  -4.738  -3.373
H  3.758  -2.953  -2.533
H  2.789  -1.096  -1.194
Se  2.226  1.855  -1.249
Se  4.104  2.304  0.016
C  4.447  0.609  0.884
C  5.784  0.332  1.164
C  6.089  -0.860  1.792
C  5.061  -1.742  2.096
C  3.771  -1.372  1.772
N  3.455  -0.204  1.195
C  0.984  2.784  -0.077
C  1.050  4.164  0.048
C  0.231  4.784  0.971
C  -0.627  4.011  1.733
C  -0.662  2.651  1.506
N  0.120  2.043  0.610
H  6.566  1.024  0.874
H  7.119  -1.108  2.022
H  5.255  -2.696  2.569
H  2.942  -2.039  1.972
H  1.744  4.730  -0.560
H  0.267  5.860  1.097
H  -1.278  4.452  2.478
H  -1.350  2.015  2.039
F  0.069  2.828  -4.146
C  -0.557  1.750  -4.651
F  -1.874  1.942  -4.548
F  -0.239  1.627  -5.926
S  -0.056  0.253  -3.711
O  -0.898  -0.806  -4.197
O  1.364  0.141  -3.892
O  -0.422  0.679  -2.340

Properties
Kohn-Sham gap (alpha / beta)	6.74 / 8.48	eV
multiplicity	3
net charge	+1
highest occupied orbital energy (alpha / beta)	-9.3 / -11.0	eV
DFT total energy	-8064.3422	a.u.

---

(6)
C30H28FN3O9Zn as an isolated structure. Source: OMol25; level of theory: the ωB97M-V functional and the def2-TZVPD basis.

Element x y z (Å)
Zn  0.467  -1.354  -1.010
C  -3.543  -0.587  0.965
C  -3.259  0.900  0.873
C  -2.509  1.417  2.091
C  -2.497  2.938  2.052
C  -2.084  3.449  0.691
C  -1.683  4.759  0.528
C  -1.215  5.195  -0.702
F  -0.839  6.500  -0.815
C  -1.077  4.352  -1.767
C  -1.468  3.018  -1.627
C  -1.221  2.083  -2.760
O  -0.764  2.503  -3.821
C  -1.519  0.705  -2.450
C  -2.142  0.395  -1.285
N  -2.476  1.277  -0.314
C  -2.024  2.581  -0.418
C  -1.176  -0.467  -3.357
O  -1.647  -0.506  -4.489
O  -0.428  -1.359  -2.819
H  -4.094  -0.769  1.890
H  -2.600  -1.139  0.984
H  -4.159  -0.940  0.136
H  -4.215  1.441  0.800
H  -1.504  0.991  2.042
H  -2.992  1.062  3.005
H  -1.811  3.343  2.801
H  -3.495  3.316  2.300
H  -1.692  5.445  1.367
H  -0.645  4.675  -2.703
H  -2.381  -0.635  -1.074
C  2.149  4.246  -3.652
O  2.149  4.522  -2.263
C  2.102  3.441  -1.420
C  2.035  3.750  -0.053
C  1.982  2.706  0.843
C  2.024  1.362  0.455
C  2.091  0.313  1.493
C  1.474  0.624  2.853
O  2.665  -0.747  1.347
C  2.049  1.045  -0.937
O  2.010  -0.154  -1.402
C  2.099  2.136  -1.852
H  2.150  5.216  -4.150
H  1.263  3.681  -3.948
H  3.047  3.690  -3.943
H  2.011  4.785  0.261
H  1.931  2.942  1.901
H  0.550  1.193  2.764
H  2.180  1.201  3.458
H  1.284  -0.325  3.351
H  2.082  1.875  -2.900
O  -0.480  -0.947  0.614
O  -0.514  -7.446  3.426
C  0.153  -6.214  3.620
N  0.454  -5.546  2.392
C  1.215  -6.144  1.457
O  1.639  -7.300  1.607
C  1.479  -5.295  0.260
C  2.283  -5.797  -0.747
C  2.536  -4.994  -1.849
C  1.965  -3.736  -1.868
N  1.185  -3.271  -0.886
C  0.892  -4.004  0.229
H  0.070  -7.926  2.817
H  1.086  -6.387  4.171
H  -0.497  -5.576  4.216
H  0.121  -4.620  2.109
H  2.700  -6.795  -0.658
H  3.159  -5.324  -2.671
H  2.126  -3.060  -2.702
H  -0.207  -1.710  1.142

Properties
Kohn-Sham gap	6.53	eV
net charge	-2
highest occupied orbital energy	-2.2	eV
DFT total energy	-3880.8003	a.u.

---

no.,F_max (eV Å⁻¹)
1,0.85
2,3.37
3,0.56
4,0.53
5,0.78
6,0.16